{"formula": "C15H30N5O2ReSi", "method": "ωB97M-V/def2-TZVPD", "lumo_ev": [-10.03, -12.62], "s_squared": 3.78, "total_energy_ev": -37563.338, "gap_ev": [8.10, 5.50], "multiplicity": 4, "total_charge": 3, "largest_force_ev_per_a": 0.210, "relative_energy_ev": 1.625, "e_homo_ev": [-18.124, -18.123], "elements": ["Re", "C", "C", "C", "C", "C", "C", "H", "H", "H", "H", "H", "H", "C", "O", "C", "C", "O", "C", "H", "H", "H", "H", "H", "H", "H", "H", "H", "H", "C", "Si", "C", "C", "C", "H", "H", "H", "H", "H", "H", "H", "H", "H", "H", "H", "N", "N", "N", "C", "N", "N", "H", "H", "H"], "xyz": [[0.025, -0.164, -0.483], [1.056, -2.072, 0.062], [0.007, -1.859, 1.024], [0.041, -0.746, 1.865], [1.291, 0.083, 2.050], [1.979, 0.074, 0.693], [2.077, -1.095, -0.063], [1.034, -2.941, -0.583], [-0.839, -2.538, 1.042], [-0.809, -0.563, 2.515], [1.933, -0.466, 2.761], [2.655, 0.893, 0.475], [2.795, -1.179, -0.871], [-3.037, -0.792, -1.196], [-2.027, 0.132, -0.651], [-2.488, 1.493, -0.349], [-1.539, 2.425, -1.041], [-0.188, 1.950, -0.735], [0.825, 2.985, -0.970], [-3.857, -0.852, -0.485], [-2.553, -1.758, -1.309], [-3.367, -0.412, -2.160], [-2.468, 1.607, 0.735], [-3.506, 1.607, -0.716], [-1.646, 3.439, -0.656], [-1.661, 2.425, -2.125], [0.678, 3.775, -0.236], [0.700, 3.375, -1.979], [1.801, 2.531, -0.841], [3.786, 1.136, 3.899], [2.648, 2.426, 3.183], [2.081, 3.695, 4.403], [3.447, 3.254, 1.700], [1.052, 1.489, 2.596], [4.673, 1.623, 4.312], [4.152, 0.417, 3.160], [3.321, 0.582, 4.718], [2.928, 4.287, 4.755], [1.618, 3.233, 5.277], [1.361, 4.393, 3.970], [4.285, 3.862, 2.053], [2.770, 3.949, 1.198], [3.877, 2.568, 0.965], [0.411, 1.408, 3.479], [0.502, 2.099, 1.869], [-0.352, -2.285, -5.294], [0.088, -1.404, -4.372], [0.761, -0.324, -4.724], [0.898, 0.311, -3.580], [0.313, -0.381, -2.584], [-0.208, -1.494, -3.119], [0.145, -2.161, -6.169], [-0.399, -3.232, -4.938], [1.417, 1.250, -3.479]], "mulliken_spin": [2.539, -0.013, -0.053, 0.116, 0.075, -0.084, 0.004, 0.011, 0.014, 0.009, 0.021, 0.000, 0.008, 0.012, 0.083, 0.005, 0.007, 0.077, 0.011, 0.001, -0.013, 0.007, 0.000, -0.001, 0.001, 0.000, 0.002, 0.006, -0.008, 0.003, 0.001, 0.000, 0.000, 0.003, 0.001, 0.000, 0.000, 0.000, 0.000, 0.000, 0.000, 0.000, 0.000, 0.002, 0.024, 0.014, 0.022, 0.000, 0.038, 0.066, -0.014, 0.000, 0.000, 0.000]}

---

{"formula": "C15H30NbO9", "method": "ωB97M-V/def2-TZVPD", "lumo_ev": 2.05, "total_energy_ev": -36013.168, "gap_ev": 6.30, "total_charge": -1, "largest_force_ev_per_a": 1.676, "relative_energy_ev": 0.000, "e_homo_ev": -4.256, "elements": ["C", "C", "C", "O", "C", "Nb", "C", "O", "C", "C", "O", "H", "H", "H", "H", "H", "H", "H", "H", "H", "H", "H", "H", "H", "H", "H", "H", "H", "H", "C", "C", "C", "O", "C", "O", "O", "H", "H", "H", "H", "H", "H", "C", "C", "C", "O", "C", "O", "O", "H", "H", "H", "H", "H", "H"], "xyz": [[4.805, 2.248, 0.450], [3.626, 1.282, 0.230], [2.307, 2.018, 0.418], [2.322, 2.713, 1.624], [1.022, 3.194, 1.993], [0.080, 4.860, 0.739], [-0.845, 3.471, -0.831], [-1.169, 2.172, -0.226], [-2.467, 1.913, -0.028], [-2.753, 1.279, 1.305], [-3.351, 2.126, -0.845], [5.574, 2.128, -0.307], [5.233, 2.084, 1.433], [4.472, 3.281, 0.420], [3.698, 0.434, 0.898], [3.671, 0.904, -0.789], [1.486, 1.294, 0.379], [2.185, 2.697, -0.434], [1.145, 3.628, 2.989], [0.328, 2.355, 2.130], [1.595, 4.995, -0.286], [-0.719, 6.191, -0.275], [-1.452, 4.823, 1.776], [0.856, 6.175, 1.784], [-1.712, 3.899, -1.321], [-0.113, 3.275, -1.612], [-3.760, 0.884, 1.270], [-2.042, 0.476, 1.478], [-2.670, 1.997, 2.112], [3.711, -4.637, -3.028], [3.546, -3.233, -2.491], [4.724, -2.315, -2.745], [4.682, -1.437, -1.620], [4.077, -2.092, -0.597], [4.061, -1.731, 0.527], [3.489, -3.231, -1.055], [4.354, -5.220, -2.370], [2.750, -5.148, -3.083], [4.143, -4.621, -4.029], [2.620, -2.786, -2.860], [4.636, -1.747, -3.667], [5.677, -2.852, -2.739], [-6.001, -4.156, -0.059], [-6.187, -2.974, 0.866], [-5.129, -1.899, 0.741], [-5.073, -1.367, 2.069], [-5.467, -2.337, 2.926], [-5.336, -2.302, 4.102], [-6.037, -3.365, 2.244], [-5.228, -4.819, 0.327], [-6.920, -4.736, -0.141], [-5.720, -3.823, -1.058], [-7.187, -2.549, 0.751], [-5.392, -1.116, 0.035], [-4.147, -2.302, 0.483]], "lowdin_charge": [-0.093, -0.222, -0.315, -0.266, -0.406, 1.124, -0.368, -0.146, -0.571, 0.013, 0.057, 0.057, 0.065, 0.068, 0.080, 0.091, 0.113, 0.081, 0.030, 0.030, -0.149, -0.188, -0.167, -0.183, 0.022, 0.026, 0.060, 0.086, 0.083, -0.026, -0.328, -0.099, 0.057, -0.551, 0.174, 0.080, 0.091, 0.082, 0.086, 0.158, 0.138, 0.137, -0.025, -0.327, -0.097, 0.057, -0.565, 0.171, 0.076, 0.092, 0.080, 0.088, 0.155, 0.142, 0.142]}

---

{"formula": "C15H30O4S", "method": "ωB97M-V/def2-TZVPD", "lumo_ev": 0.61, "smiles": "CCCCCCCCCCCCS(=O)(=O)CCC(=O)O", "total_energy_ev": -35067.743, "gap_ev": 11.00, "total_charge": 0, "largest_force_ev_per_a": 0.732, "relative_energy_ev": 0.000, "e_homo_ev": -10.389, "elements": ["C", "C", "C", "C", "C", "C", "C", "C", "C", "C", "C", "C", "S", "O", "O", "C", "C", "C", "O", "O", "H", "H", "H", "H", "H", "H", "H", "H", "H", "H", "H", "H", "H", "H", "H", "H", "H", "H", "H", "H", "H", "H", "H", "H", "H", "H", "H", "H", "H", "H"], "xyz": [[-2.890, 0.770, -2.571], [-3.176, 0.319, -1.144], [-2.518, -1.023, -0.838], [-2.821, -1.490, 0.584], [-2.157, -2.824, 0.933], [-0.667, -2.704, 1.261], [-0.418, -2.095, 2.640], [1.033, -2.223, 3.111], [2.056, -1.518, 2.220], [1.888, 0.000, 2.219], [2.786, 0.703, 1.198], [2.342, 0.473, -0.234], [0.817, 1.367, -0.665], [-0.175, 1.241, 0.370], [0.429, 0.930, -1.984], [1.266, 3.151, -0.776], [1.059, 3.582, -2.212], [1.865, 2.674, -3.117], [2.906, 2.157, -2.800], [1.334, 2.565, -4.326], [-3.350, 1.736, -2.770], [-3.282, 0.050, -3.287], [-1.816, 0.857, -2.720], [-4.256, 0.243, -0.989], [-2.784, 1.061, -0.447], [-2.869, -1.774, -1.551], [-1.441, -0.908, -0.972], [-3.904, -1.597, 0.691], [-2.495, -0.720, 1.284], [-2.668, -3.268, 1.791], [-2.283, -3.507, 0.089], [-0.187, -2.094, 0.495], [-0.219, -3.702, 1.231], [-1.052, -2.607, 3.369], [-0.712, -1.046, 2.632], [1.108, -1.818, 4.124], [1.292, -3.284, 3.162], [3.061, -1.765, 2.575], [1.966, -1.909, 1.207], [0.856, 0.260, 1.994], [2.122, 0.380, 3.216], [2.783, 1.777, 1.401], [3.815, 0.348, 1.309], [2.122, -0.571, -0.438], [3.062, 0.831, -0.966], [0.626, 3.682, -0.079], [2.310, 3.236, -0.485], [0.010, 3.504, -2.498], [1.392, 4.612, -2.367], [1.837, 1.938, -4.869]], "lowdin_charge": [-0.110, -0.271, -0.231, -0.211, -0.211, -0.208, -0.211, -0.210, -0.210, -0.210, -0.214, -0.215, 0.703, -0.315, -0.310, -0.186, -0.121, -0.579, 0.086, 0.133, 0.066, 0.070, 0.044, 0.106, 0.097, 0.117, 0.089, 0.111, 0.105, 0.105, 0.107, 0.096, 0.116, 0.113, 0.099, 0.109, 0.109, 0.114, 0.095, 0.076, 0.121, 0.108, 0.120, 0.102, 0.088, 0.106, 0.101, 0.128, 0.138, 0.142]}

---

{"formula": "C15H31AgBrN2O14P4", "method": "ωB97M-V/def2-TZVPD", "lumo_ev": 2.42, "total_energy_ev": -158914.952, "gap_ev": 8.03, "total_charge": -1, "largest_force_ev_per_a": 0.992, "relative_energy_ev": 0.855, "e_homo_ev": -5.616, "elements": ["Ag", "O", "P", "O", "O", "O", "P", "O", "O", "O", "H", "H", "Br", "C", "C", "C", "C", "C", "C", "C", "O", "O", "H", "H", "H", "H", "N", "C", "P", "O", "O", "C", "N", "H", "H", "H", "H", "H", "H", "H", "H", "H", "H", "C", "C", "O", "P", "O", "C", "C", "O", "C", "C", "H", "H", "H", "H", "H", "H", "H", "H", "H", "H", "H", "H", "H", "H", "H"], "xyz": [[-0.183, -0.337, -0.120], [-0.991, -1.469, 2.089], [0.275, -0.645, 2.755], [0.419, -1.090, 4.153], [0.118, 0.779, 2.341], [1.496, -1.283, 1.818], [2.710, -0.359, 1.241], [3.735, -1.539, 0.794], [3.335, 0.513, 2.247], [2.226, 0.201, -0.092], [-1.124, -2.243, 2.651], [4.346, -1.682, 1.526], [-6.458, -4.970, -0.371], [-4.595, -4.899, 0.015], [-4.046, -5.863, 0.842], [-2.686, -5.808, 1.118], [-1.895, -4.816, 0.557], [-2.468, -3.853, -0.264], [-3.831, -3.884, -0.530], [-1.615, -2.755, -0.857], [-2.115, -1.631, -0.994], [-0.421, -3.097, -1.146], [-4.669, -6.640, 1.264], [-2.245, -6.551, 1.771], [-0.830, -4.773, 0.745], [-4.272, -3.111, -1.144], [1.037, -2.203, -3.146], [2.069, -1.145, -2.904], [1.272, 0.424, -3.448], [1.300, 0.368, -4.938], [0.003, 0.556, -2.656], [2.339, 1.813, -2.860], [1.818, 2.300, -1.562], [1.463, -3.099, -3.362], [0.438, -1.937, -3.929], [0.394, -2.391, -2.274], [2.927, -1.342, -3.545], [2.354, -1.156, -1.853], [2.245, 2.591, -3.618], [3.386, 1.533, -2.756], [0.794, 2.346, -1.629], [2.176, 3.199, -1.258], [2.021, 1.559, -0.799], [-3.436, 3.843, -1.923], [-2.434, 2.722, -1.751], [-1.346, 3.185, -0.945], [-0.903, 2.173, 0.293], [0.334, 3.084, 0.775], [0.337, 3.963, 1.903], [0.653, 5.370, 1.443], [-2.121, 2.500, 1.304], [-2.738, 1.449, 2.071], [-4.135, 1.904, 2.425], [-4.296, 3.499, -2.502], [-2.981, 4.687, -2.444], [-3.781, 4.186, -0.947], [-2.036, 2.388, -2.711], [-2.917, 1.856, -1.287], [1.092, 3.581, 2.591], [-0.629, 3.925, 2.404], [1.638, 5.410, 0.973], [0.652, 6.056, 2.292], [-0.091, 5.704, 0.718], [-2.136, 1.259, 2.957], [-2.760, 0.529, 1.481], [-4.102, 2.838, 2.988], [-4.623, 1.145, 3.040], [-4.735, 2.063, 1.527]], "lowdin_charge": [0.709, -0.194, 0.172, -0.305, -0.363, -0.316, 0.199, -0.153, -0.292, -0.384, 0.067, 0.063, 0.694, -0.681, -0.145, -0.078, -0.025, -0.130, -0.068, -0.637, -0.028, -0.072, 0.092, 0.102, 0.119, 0.112, 0.110, -0.206, 0.353, -0.361, -0.373, -0.192, 0.088, 0.147, 0.136, 0.088, 0.094, 0.070, 0.094, 0.103, 0.073, 0.149, 0.068, -0.082, -0.320, -0.309, 0.825, -0.308, -0.270, -0.078, -0.287, -0.295, -0.076, 0.073, 0.071, 0.072, 0.105, 0.107, 0.124, 0.108, 0.069, 0.072, 0.074, 0.104, 0.100, 0.073, 0.076, 0.071]}